The following is a quantum chemistry calculation of a cluster of 7 separate species, C8H31N5O8 in total, from the Open Molecules 2025 dataset.

XYZ file:
```
52
Properties=species:S:1:pos:R:3:forces:R:3:nbo_charge:R:1
C -13.8219 11.9107 12.7830 0.6 0.8 0.5 0.7427
O -14.2248 11.2173 11.9433 -2.2 -3.8 -3.6 -0.6216
N -13.7645 11.7019 14.0576 -0.2 -0.7 6.0 -0.8332
N -13.2859 13.0746 12.5172 1.0 3.0 -2.5 -0.8843
H -14.1028 10.9308 14.6153 0.0 0.0 -0.7 0.4132
H -13.3087 12.4516 14.5580 0.0 -0.8 0.3 0.3681
H -13.1489 13.0828 11.5166 0.4 1.1 0.1 0.4160
H -12.9315 13.7043 13.2228 0.2 -0.2 -0.8 0.3926
C -12.0516 16.1745 18.8842 2.3 -0.3 -3.9 0.7403
O -11.4111 16.6230 17.9521 -0.1 1.2 -2.2 -0.7046
N -11.6586 16.3480 20.0703 1.8 1.2 6.3 -0.7801
N -12.9622 15.2559 18.7813 -4.3 -3.3 0.1 -0.8160
H -12.0622 15.8087 20.8230 0.3 0.4 0.1 0.3862
H -10.7271 16.7182 20.1947 -0.3 0.1 0.1 0.4228
H -13.1829 14.7477 19.6258 -0.3 -0.1 -0.3 0.3951
H -13.4124 14.8851 17.9567 1.1 0.3 0.4 0.3758
C -18.4098 13.3087 18.1060 1.0 -0.3 -0.5 -0.2622
O -17.3312 14.1716 17.4892 -1.2 -0.3 0.9 -0.5678
C -16.5581 13.4875 16.5431 1.0 0.5 -0.4 -0.0602
C -15.5904 14.4524 15.7251 -1.9 -3.7 1.0 -0.3342
N -14.6603 15.0965 16.5692 -1.7 2.1 -4.0 -0.1745
C -13.9558 16.1293 15.7324 0.5 0.8 1.8 -0.2878
C -13.3800 15.7505 14.4021 -1.0 -1.9 1.2 -0.0967
O -12.5607 14.6033 14.6141 1.9 1.1 -0.1 -0.5949
C -11.1768 14.9367 14.2566 0.0 0.6 0.1 -0.2760
H -17.9736 12.4562 18.6267 0.5 -0.2 -0.5 0.1920
H -19.0743 12.9621 17.3145 0.1 0.1 0.0 0.1931
H -19.0081 13.7222 18.9178 0.4 1.3 -0.5 0.2248
H -17.1428 12.9234 15.8164 -0.2 0.0 -0.1 0.2045
H -15.8468 12.8028 17.0051 -0.2 -0.5 0.4 0.1794
H -16.1858 15.0876 15.0694 0.0 0.8 0.2 0.2910
H -15.0934 13.7871 15.0190 0.4 -0.1 -0.2 0.2735
H -15.2112 15.4143 17.3539 0.5 0.3 1.4 0.4461
H -13.2263 16.6506 16.3522 0.0 0.0 0.1 0.2797
H -14.7909 16.7615 15.4306 -0.2 0.6 0.6 0.2650
H -12.9043 16.6730 14.0693 0.2 -0.4 -0.6 0.2443
H -14.1979 15.3458 13.8059 0.1 0.8 -0.8 0.2110
H -10.5212 14.0702 14.3428 -0.3 0.0 0.1 0.2353
H -10.8473 15.7812 14.8620 0.1 -0.4 0.6 0.2037
H -11.1394 15.3691 13.2567 -0.2 -0.6 -0.4 0.1937
O -9.4335 10.4951 15.6381 0.2 0.0 -0.1 -0.9311
H -9.7796 11.0376 16.3467 0.0 0.1 0.3 0.4664
H -10.1809 10.3538 15.0570 -0.2 -0.1 -0.2 0.4665
O -8.9434 13.3388 16.8947 -0.6 -0.1 0.0 -0.9669
H -8.1162 13.4092 16.4181 0.3 -0.2 -0.2 0.4927
H -9.0220 14.1699 17.3630 0.0 0.3 0.2 0.4787
O -12.1099 12.5126 16.6589 -0.1 0.2 -0.3 -0.9545
H -12.6027 13.2488 16.2964 0.0 0.3 -0.2 0.4713
H -11.2253 12.8555 16.7862 0.7 0.2 0.1 0.5080
O -13.1266 10.6421 18.1455 -0.6 -0.4 0.5 -0.9707
H -13.1456 9.8772 17.5703 0.0 -0.3 0.0 0.4641
H -12.6863 11.3184 17.6308 0.2 0.3 -0.1 0.4794
```
Forces are in eV/Å.

Values from the calculation:
Net charge: +1
2S+1: 2
HOMO level (spin up / spin down), eV: -12.410 / -12.405
LUMO level (spin up / spin down), eV: -2.740 / -8.716
Largest force on an atom, Eh/bohr: 0.1287